36
Properties=species:S:1:pos:R:3 method="wB97M-V/def2-TZVPD" lumo_ha=-0.014 multiplicity=1 orbital_gap_ev=10.757 smiles=O.O.O.O.O.O.O.O.O.O.O.O de_lowest_kj_mol=265.18 e_homo_ha=-0.410
O 0.025 -0.114 -0.489
H 0.726 -0.703 -0.188
H -0.764 -0.439 -0.040
O -1.642 4.795 0.199
H -1.028 4.061 0.309
H -2.352 4.603 0.822
O -2.602 1.621 1.658
H -2.476 2.571 1.560
H -2.285 1.254 0.825
O 2.091 -2.973 0.891
H 2.300 -3.881 1.134
H 2.096 -2.981 -0.073
O -4.065 1.595 -0.625
H -3.317 1.068 -0.926
H -4.806 1.272 -1.151
O 2.964 -2.158 -2.170
H 3.887 -2.405 -2.300
H 2.617 -2.072 -3.065
O 5.246 -1.929 0.224
H 5.228 -1.173 -0.374
H 4.468 -1.808 0.779
O -3.325 -3.365 2.177
H -3.489 -3.582 1.253
H -2.793 -2.563 2.139
O -1.722 1.088 -2.585
H -1.565 0.156 -2.395
H -0.934 1.365 -3.066
O -1.684 -1.824 3.974
H -2.633 -1.690 4.080
H -1.497 -2.606 4.505
O 1.699 1.907 -3.126
H 1.031 2.586 -2.977
H 1.303 1.106 -2.763
O 3.462 2.530 0.692
H 2.997 2.658 -0.143
H 2.839 2.031 1.232